The following is a quantum chemistry calculation of a molecular structure, C28H44Cl3NO3P2PrS2 in a non-equilibrium geometry, from the Open Molecules 2025 dataset.

- E: -4750.63429 a.u.
- 2S+1: 3
- <S²>: 2.00
- F_max: 3.49 eV/A
- Net charge: -1

Positions of all 84 atoms, in Å:
1 Pr -0.5961 -0.6560 0.7774
2 C 0.4924 1.6099 -4.0925
3 C -0.5462 2.4341 -3.3296
4 C -0.0178 3.8495 -3.0945
5 P -1.0521 1.5786 -1.7279
6 C -2.6107 2.6011 -1.3586
7 C -2.7892 2.6686 0.1581
8 C -3.9341 2.2435 -2.0254
9 C -1.5249 -0.0317 -2.4965
10 C -2.5584 -0.2854 -3.3928
11 C -2.8381 -1.5677 -3.8471
12 C -3.9549 -1.8152 -4.8283
13 C -2.0674 -2.6200 -3.3624
14 C -0.9893 -2.3895 -2.5315
15 C -0.6522 -1.0858 -2.1409
16 N 0.4894 -0.7612 -1.4051
17 C 1.7228 -1.1905 -1.8315
18 C 1.9522 -1.8234 -3.0743
19 C 3.2265 -2.0837 -3.5392
20 C 4.3565 -1.7191 -2.8172
21 C 5.7516 -1.9569 -3.3387
22 C 4.1452 -1.0970 -1.5937
23 C 2.8795 -0.8619 -1.0694
24 P 2.6007 0.0361 0.4989
25 C 3.4500 1.6592 0.0543
26 C 2.7864 2.2658 -1.1786
27 C 3.4372 2.6587 1.2097
28 C 3.8488 -0.6098 1.7646
29 C 5.3539 -0.4982 1.5004
30 C 3.5469 -2.0542 2.1594
31 H 0.7800 2.1276 -5.0119
32 H 1.3885 1.4603 -3.4903
33 H 0.1069 0.6268 -4.3595
34 H -1.4621 2.4881 -3.9298
35 H 0.8827 3.8260 -2.4786
36 H 0.2414 4.3137 -4.0499
37 H -0.7465 4.4941 -2.6022
38 H -2.3326 3.6028 -1.6986
39 H -2.9683 1.6740 0.5692
40 H -1.9054 3.0957 0.6327
41 H -3.6524 3.2877 0.4185
42 H -4.2510 1.2353 -1.7586
43 H -4.7096 2.9367 -1.6866
44 H -3.8797 2.3294 -3.1108
45 H -3.1752 0.5216 -3.7543
46 H -4.6001 -0.9409 -4.9150
47 H -3.5605 -2.0420 -5.8221
48 H -4.5688 -2.6618 -4.5161
49 H -2.3097 -3.6375 -3.6520
50 H -0.3819 -3.2104 -2.1699
51 H 1.1093 -2.0859 -3.6974
52 H 3.3455 -2.5678 -4.5039
53 H 5.7224 -2.4925 -4.2883
54 H 6.2802 -1.0143 -3.5039
55 H 6.3452 -2.5468 -2.6365
56 H 5.0143 -0.7537 -1.0493
57 H 4.4889 1.4337 -0.1914
58 H 1.7059 2.3313 -1.0258
59 H 3.1762 3.2698 -1.3736
60 H 2.9662 1.6491 -2.0585
61 H 2.4313 3.0443 1.3710
62 H 3.7863 2.2159 2.1448
63 H 4.0845 3.5096 0.9792
64 H 3.6207 0.0313 2.6247
65 H 5.6798 -1.2742 0.8097
66 H 5.6741 0.4722 1.1213
67 H 5.8819 -0.6658 2.4433
68 H 3.5951 -2.7096 1.2883
69 H 4.2852 -2.4025 2.8886
70 H 2.5651 -2.1600 2.6070
71 Cl 0.1174 1.9601 2.2340
72 C -0.7424 1.4711 3.7105
73 Cl -2.1996 0.6077 3.2308
74 H -1.0026 2.3582 4.2748
75 H -0.0939 0.7877 4.2465
76 Cl -4.3623 -0.4989 1.1803
77 C -3.0253 -1.0497 0.0278
78 H -3.4631 -0.8316 -0.9467
79 H -3.0769 -2.1435 0.1213
80 O -1.5887 -2.2029 2.4662
81 S -0.1486 -2.4506 2.6819
82 O 0.4575 -1.0573 2.7071
83 O 0.1960 -3.2035 3.8582
84 S 0.4792 -3.2567 0.9664

Atom charges from the Löwdin analysis, given in e for atoms 1 to 6: atom 1 (Pr): 0.3195, atom 2 (C): -0.1056, atom 3 (C): -0.5322, atom 4 (C): -0.1223, atom 5 (P): 1.1347, atom 6 (C): -0.5217